[1]
Formula: C8H17N2O7S2Tl
Source: OMol25
Level of theory: ωB97M-V/def2-TZVPD

ORCA input file:
```
! RIJCOSX wB97M-V def2-TZVPD def2/J DEFGRID3
* xyz 2 1
C -3.2885 1.1143 -0.2788
O -2.1076 1.8565 -0.4734
C -1.5627 1.7915 -1.7750
C -0.7449 0.4999 -1.9826
C 0.7819 0.6718 -1.8765
C 1.2578 1.5511 -0.6965
C 2.0469 0.7872 0.3987
C 1.5566 1.0824 1.8384
C 1.2103 -0.1095 2.7313
S -0.1481 -1.0825 2.1759
O -0.6803 -1.8365 3.2725
O -1.0415 -0.2812 1.3913
N 0.4924 -2.2087 1.1605
S -0.4624 -3.4703 0.6678
O -0.0871 -4.4192 1.6703
O -1.8071 -3.0545 0.4959
O 0.1810 -3.8611 -0.6441
N 0.0702 -2.7838 -1.9206
O -0.5503 -3.2213 -2.7076
H -3.5662 1.1996 0.7677
H -3.1370 0.0493 -0.5111
H -4.0992 1.4996 -0.9076
H -2.3595 1.8766 -2.5192
H -0.9132 2.6646 -1.8487
H -0.9852 0.1319 -2.9840
H -1.0910 -0.2660 -1.2826
H 1.2091 -0.3299 -1.7619
H 1.1707 1.0499 -2.8227
H 1.8911 2.3499 -1.0878
H 0.4196 2.0530 -0.2137
H 3.1008 1.1441 0.3309
H 2.0839 -0.2862 0.1870
H 0.6765 1.7252 1.8018
H 2.3102 1.6520 2.3884
H 0.8109 0.2628 3.6822
H 2.0379 -0.7788 2.9748
Tl 5.3240 0.9763 0.3588
*
```

## Properties
LUMO energy in eV: -11.997
Kohn-Sham gap in eV: 2.946
Relative energy (zero: lowest compared OMol25 entry of this formula, charge and spin) in kJ/mol: 0.0
HOMO level in eV: -14.94

***

[2]
Formula: C46H88B2N3O19P3
Source: OMol25
Level of theory: ωB97M-V/def2-TZVPD

ORCA input file:
```
! RIJCOSX wB97M-V def2-TZVPD def2/J DEFGRID3
* xyz 0 1
C 2.9107 -0.6353 5.7017
C 3.6551 0.4775 4.7567
B 4.8821 -0.0906 3.8286
O 6.2561 0.4483 4.1293
C 4.7978 -1.2169 2.6363
C 6.1759 -1.0086 1.7128
N 6.9920 -0.7058 0.7462
B 4.9777 -2.6855 3.3673
O 4.9681 -4.0053 2.7115
O 5.2285 -2.7019 4.8526
C 3.4090 -1.1094 1.7078
C 2.3256 -2.0799 2.5393
N 1.5096 -2.8789 3.1825
C 3.6759 -1.9130 0.2896
C 2.3326 -2.1910 -0.6059
O 2.2857 -3.5654 -1.2045
C 1.6282 -4.5075 -0.2846
C 0.0115 -4.6811 -0.5074
O -0.6892 -3.4588 -0.9397
C -1.7422 -3.2536 0.1090
C -1.4289 -2.2306 1.3738
C -2.5071 -1.9417 2.6155
C -3.9894 -2.7164 2.6243
C -4.9861 -2.4349 3.8944
C -3.9892 -2.3292 5.2338
C -5.9600 -3.7569 4.2137
C -5.8083 -1.0201 3.8410
C -6.3889 -0.5967 2.3700
C -7.5768 0.5443 2.6625
C -7.1270 -1.7976 1.5337
C -5.2718 0.2077 1.4200
C -4.2711 -3.7237 1.3604
C -3.2066 -3.9968 0.1125
N 2.9696 0.3148 1.5730
C 1.4841 0.5243 1.5134
C 0.5717 0.6365 0.1212
O 0.7559 0.7131 2.6502
C 3.7562 1.1442 0.6013
C 4.8585 2.2904 1.1245
O 3.6306 1.1149 -0.7555
H 3.4149 -0.6651 6.7658
H 1.7882 -0.2789 5.8663
H 2.8468 -1.7134 5.2538
H 4.1165 1.2843 5.5069
H 2.8937 1.1084 4.0876
H 6.3081 0.4601 5.1426
H 5.7853 -4.4960 3.0803
H 5.2056 -3.6601 5.1504
H 4.1809 -2.9826 0.4532
H 4.4368 -1.3455 -0.4350
H 2.3575 -1.4587 -1.5412
H 1.3149 -2.0440 -0.0519
H 2.1123 -5.5753 -0.5076
H 1.8894 -4.2843 0.8525
H -0.1752 -5.6091 -1.2328
H -0.4486 -5.0255 0.5387
H -0.3501 -1.7223 1.3569
H -2.1429 -1.2175 3.4610
H -3.1211 -3.1186 5.0942
H -4.5762 -2.4346 6.2407
H -3.4686 -1.2686 5.1933
H -6.8326 -3.4485 4.9680
H -6.3694 -4.2395 3.2291
H -5.2544 -4.5502 4.7249
H -6.7079 -1.0279 4.6167
H -5.0371 -0.1639 4.1536
H -8.4385 -0.0291 3.2576
H -7.2104 1.3962 3.3757
H -8.0788 0.9154 1.6674
H -7.5409 -2.6792 2.1850
H -8.0842 -1.3013 1.0209
H -6.4606 -2.1663 0.6142
H -5.6606 1.3203 1.2311
H -4.2506 0.3233 1.9862
H -5.1721 -0.2690 0.3438
H -5.2936 -4.3057 1.2986
H -3.5225 -4.7369 -0.7392
H -0.4873 0.1353 0.2251
H 0.3567 1.8049 0.0022
H 1.1507 0.3199 -0.8430
H 5.9630 1.8826 1.0080
H 4.6092 2.5590 2.2494
H 4.6488 3.2582 0.4868
C -0.6626 5.7836 -3.5402
C -0.6524 7.1372 -2.8571
O 0.1211 7.1267 -1.6619
P 1.7638 7.4119 -1.7070
O 1.6024 8.6780 -2.5836
O 1.8582 8.2305 -0.2599
C 2.3885 9.5477 -0.2232
C 1.2727 10.5789 -0.3085
O 1.9441 5.9973 -0.7276
C 1.2046 4.8024 -0.8378
C 1.8157 3.8744 -1.8626
H 0.3428 5.5097 -3.8683
H -1.3153 5.7987 -4.4187
H -1.0235 5.0017 -2.8681
H -0.3135 7.9041 -3.5600
H -1.6752 7.4022 -2.5718
H 3.1301 9.6912 -1.0151
H 2.9169 9.6661 0.7290
H 0.5801 10.3728 -1.1292
H 1.6832 11.5816 -0.4407
H 0.6732 10.5663 0.6095
H 0.1449 4.9767 -1.0152
H 1.2518 4.3118 0.1411
H 1.9820 4.3815 -2.8160
H 1.1729 3.0038 -2.0236
H 2.7931 3.5211 -1.5179
C 10.0062 6.0060 -4.0098
C 8.7654 6.4817 -4.7401
O 7.5788 5.8969 -4.2142
P 6.7854 6.5927 -2.9225
O 6.8060 8.0017 -3.5641
O 5.2409 6.2145 -3.4172
C 4.2814 7.2460 -3.5981
C 4.2395 7.6919 -5.0525
O 6.7625 5.0183 -2.2058
C 7.7950 4.0600 -2.2559
C 8.8009 4.2827 -1.1499
H 9.9847 6.3248 -2.9651
H 10.9089 6.4169 -4.4728
H 10.0859 4.9167 -4.0291
H 8.7256 7.5751 -4.7287
H 8.8303 6.1804 -5.7902
H 4.4809 8.0860 -2.9256
H 3.3030 6.8420 -3.3166
H 5.2363 7.9009 -5.4505
H 3.6237 8.5862 -5.1644
H 3.8183 6.8982 -5.6809
H 8.2634 3.9952 -3.2363
H 7.3246 3.0825 -2.1006
H 9.1564 5.3157 -1.1313
H 9.6549 3.6087 -1.2664
H 8.3408 4.0893 -0.1753
C -7.6342 -9.4184 -4.4178
C -6.3960 -9.1841 -3.5745
O -6.6348 -8.2563 -2.5214
P -7.2371 -8.7696 -1.0532
O -6.2010 -9.9143 -0.9361
O -6.3906 -7.6907 -0.1085
C -5.5381 -8.1675 0.9227
C -4.1051 -8.2847 0.4241
O -8.3947 -7.4907 -1.1841
C -9.0469 -7.0684 -2.3602
C -10.2879 -7.8907 -2.6219
H -8.4250 -9.8798 -3.8218
H -7.4096 -10.0827 -5.2583
H -8.0210 -8.4816 -4.8254
H -6.0150 -10.1399 -3.2027
H -5.6099 -8.7556 -4.2039
H -5.9040 -9.1184 1.3221
H -5.5757 -7.4447 1.7449
H -4.0400 -8.8213 -0.5265
H -3.4816 -8.7977 1.1587
H -3.6832 -7.2888 0.2440
H -8.3826 -7.0335 -3.2219
H -9.3523 -6.0290 -2.1946
H -10.0739 -8.9618 -2.5947
H -10.7212 -7.6333 -3.5930
H -11.0390 -7.6988 -1.8486
*
```

## Properties
LUMO energy in eV: -1.848
Kohn-Sham gap in eV: 6.364
SMILES: CCB(O)[C@@](C#N)(B(O)O)[C@](C#N)(CCOCCOc1ccc(C(C)(C)CC(C)(C)C)cc1)N(C(C)=O)C(C)=O.CCOP(=O)(OCC)OCC.CCOP(=O)(OCC)OCC.CCOP(=O)(OCC)OCC
HOMO level in eV: -8.21

***

[3]
Formula: C3H7O
Source: OMol25
Level of theory: ωB97M-V/def2-TZVPD

ORCA input file:
```
! RIJCOSX wB97M-V def2-TZVPD def2/J DEFGRID3
* xyz 1 1
C -2.0413 -0.8366 -0.0785
C 2.5358 -0.2561 0.1965
C -0.8459 1.1274 -0.0598
O -1.4580 0.1461 0.5038
H -2.4965 -1.5764 0.5608
H -2.0967 -0.9207 -1.1580
H 2.0454 -0.7659 1.0032
H 2.1998 -0.3821 -0.8155
H 3.3994 0.3513 0.3926
H -0.7888 1.2231 -1.1369
H -0.4531 1.8900 0.5918
*
```

## Properties
LUMO energy (spin up / spin down) in eV: -7.183 / -6.390
Kohn-Sham gap (spin up / spin down) in eV: 5.305 / 8.911
Relative energy (zero: lowest compared OMol25 entry of this formula, charge and spin) in kJ/mol: 457.8
HOMO level (spin up / spin down) in eV: -12.49 / -15.30

***

no.,maximum force (eV/A)
1,1.69
2,12.32
3,1.30